Record 1
{"formula": "C12H33ClHfI2O3P3", "method": "the ωB97M-V functional and the def2-TZVPD basis", "total_charge": 3, "lumo_energy_ev": -12.40, "relative_energy_ev": 1.563, "e_tot_ev": -76992.349, "fmax_ev_per_a": 8.4, "e_homo_ev": -16.99, "elements": ["I", "I", "Hf", "P", "C", "C", "H", "H", "H", "H", "H", "H", "C", "H", "H", "H", "P", "C", "C", "H", "H", "H", "C", "H", "H", "H", "H", "H", "H", "Cl", "C", "C", "O", "P", "O", "C", "C", "O", "C", "C", "H", "H", "H", "H", "H", "H", "H", "H", "H", "H", "H", "H", "H", "H", "H"], "xyz": [[0.27324, 1.96376, -4.79736], [-0.31625, 3.87945, -2.83494], [-0.04294, -0.04528, 0.12016], [-2.48299, -0.09377, -0.11737], [-3.33866, 1.02171, 1.00997], [-3.02121, 0.25673, -1.79956], [-4.11423, 0.09382, -1.80554], [-4.11326, -1.80661, 0.12088], [-2.51134, -0.42477, -2.50447], [-2.51934, -2.50736, -0.39238], [-3.04164, 2.05824, 0.75855], [-2.74091, 1.29544, -2.05631], [-3.02373, -1.78686, 0.27305], [-4.41725, 0.85406, 0.84210], [-2.76511, -2.03424, 1.31626], [-3.05493, 0.80111, 2.05754], [2.47217, -0.07143, -0.11329], [3.33181, 1.04297, 1.01090], [3.03904, -1.75446, 0.27641], [2.51896, -0.39328, -2.50003], [4.11878, 0.14209, -1.79879], [2.73107, 1.32115, -2.04859], [3.02266, 0.28738, -1.79183], [2.54706, -2.47899, -0.39471], [4.12988, -1.75976, 0.11937], [4.42038, 0.89368, 0.84786], [3.01468, 0.81568, 2.04741], [2.79362, -2.00811, 1.32321], [3.01952, 2.07624, 0.76865], [0.00397, -1.66440, -1.58789], [1.65469, -3.41020, 3.84728], [0.63091, -2.59034, 3.10780], [1.16340, -1.18781, 3.18880], [-0.02912, -0.20730, 2.64184], [-0.90541, -0.17756, 4.03655], [-2.01750, 0.69033, 4.55463], [-3.26445, -0.17294, 4.72718], [0.91655, 1.12171, 2.78644], [0.53774, 2.46216, 3.20154], [-0.29610, 3.18647, 2.14038], [2.67244, -3.17940, 3.49355], [1.40771, -4.46262, 3.65307], [1.60581, -3.22026, 4.93410], [0.57536, -2.83400, 2.02776], [-0.39263, -2.72346, 3.53082], [-1.72671, 1.13674, 5.53756], [-2.18774, 1.49373, 3.82392], [-3.14234, -0.90971, 5.53496], [-4.11348, 0.48522, 4.97932], [-3.50168, -0.72137, 3.79962], [-0.03552, 2.30692, 4.12365], [1.46671, 2.92876, 3.41254], [-1.25158, 2.69045, 1.88445], [-0.54473, 4.18347, 2.54808], [0.27421, 3.33922, 1.20603]], "forces_ev_per_angstrom": [[-0.3, 0.9, 1.0], [0.3, -1.2, -0.7], [1.3, -0.9, -2.0], [-2.6, 0.3, -0.5], [-0.2, 0.2, 0.1], [-0.1, 0.1, -0.3], [0.4, 0.2, -0.3], [0.3, -0.2, 0.1], [-0.4, 0.3, 0.3], [-0.4, 0.3, 0.2], [-0.5, -0.4, 0.1], [-0.4, -0.4, 0.0], [0.4, -0.2, 0.1], [0.3, 0.4, 0.4], [-0.3, 0.0, -0.3], [-0.4, 0.1, -0.5], [2.0, 0.4, -0.2], [0.3, 0.1, 0.2], [-0.3, -0.3, 0.1], [0.4, 0.2, 0.2], [-0.5, 0.2, -0.3], [0.4, -0.4, 0.0], [0.0, 0.0, -0.3], [0.4, 0.2, 0.2], [-0.3, -0.1, 0.1], [-0.6, 0.3, 0.3], [0.5, 0.1, -0.6], [0.3, 0.1, -0.4], [0.4, -0.4, 0.1], [-0.1, 0.7, 1.2], [-0.1, -0.5, 0.1], [0.5, -0.4, 0.0], [-2.9, 0.2, -1.9], [2.2, 0.8, 8.1], [0.3, 0.2, -2.3], [-0.7, -0.3, -0.1], [0.1, 0.1, 0.0], [-1.1, -1.1, -2.0], [-1.8, -0.5, -0.1], [0.5, 0.2, 0.2], [-0.4, -0.2, 0.1], [0.3, 0.1, 0.2], [0.0, -0.1, -0.5], [0.1, -0.2, 0.3], [0.7, 0.6, 0.0], [0.3, -0.5, -0.9], [0.1, -0.1, 0.3], [0.0, 0.3, -0.3], [0.3, -0.3, -0.1], [0.0, 0.2, 0.3], [0.3, 0.4, -0.1], [0.7, 0.6, 0.2], [0.3, 0.0, 0.4], [0.0, -0.3, -0.4], [-0.1, 0.0, 0.3]]}

---

Record 2
{"formula": "C3H5O2S", "method": "the ωB97M-V functional and the def2-TZVPD basis", "total_charge": -1, "lumo_energy_ev": 3.20, "relative_energy_ev": 0.708, "smiles": "O=C([O-])CCS", "e_tot_ev": -18123.319, "fmax_ev_per_a": 3.5, "e_homo_ev": -3.97, "elements": ["O", "C", "O", "C", "C", "S", "H", "H", "H", "H", "H"], "xyz": [[0.64148, 1.24538, 1.70916], [1.08166, 0.10014, 1.33282], [2.02884, -0.54753, 1.89171], [0.26050, -0.38478, 0.10448], [-1.02620, 0.28301, -0.36934], [-1.19620, 0.15433, -2.17436], [0.99324, -0.13416, -0.63419], [0.09081, -1.46138, 0.25405], [-1.82275, -0.19733, 0.25082], [-1.01606, 1.33962, -0.01232], [-0.03532, -0.39729, -2.35283]], "forces_ev_per_angstrom": [[0.8, -1.0, -0.2], [-0.7, 2.1, 2.7], [-1.8, 0.3, -1.9], [1.0, -1.1, 0.4], [-0.1, 0.6, 2.4], [-1.4, 0.4, 0.4], [0.7, -0.7, -1.0], [0.4, 0.1, -0.7], [0.0, 0.3, -1.1], [0.1, -0.6, -0.6], [1.0, -0.5, -0.3]]}